No. 1
C30H36MnNO4PS | ωB97M-V/def2-TZVPD

ORCA input file:
```
! wB97M-V def2-TZVPD RIJCOSX def2/J DEFGRID3
* xyz -1 5
Mn -0.289 0.128 0.678
S -0.018 -0.574 3.066
P -0.139 -2.554 -0.149
O -1.950 0.778 1.040
O 0.449 2.395 0.372
O 3.494 0.903 -0.599
O 1.603 0.117 0.301
N 2.761 -0.962 3.563
C 2.269 -2.583 -1.831
C -3.293 0.621 1.385
C -2.297 -3.345 2.013
C -1.254 -2.418 -1.582
C 1.633 -0.802 3.342
C 1.558 -2.287 -3.132
C -1.530 -1.091 -1.960
C 2.361 1.052 -0.179
C 3.784 -2.988 0.500
C -0.110 -6.656 0.337
C -1.495 -4.474 1.418
C -1.764 -5.780 1.835
C 3.663 -2.666 -1.869
C 1.656 2.907 -1.667
C -2.582 -0.872 -2.853
C 1.634 -2.727 -0.595
C -3.002 -3.235 -3.043
C -1.087 -6.864 1.305
C -3.308 -1.925 -3.390
C 1.758 2.463 -0.217
C 0.174 -5.365 -0.076
C 4.419 -2.864 -0.730
C 2.408 -2.921 0.556
C -0.720 0.042 -1.445
C -0.508 -4.264 0.449
C -1.982 -3.473 -2.130
C 2.626 3.402 0.603
C -3.935 2.001 1.299
C -3.429 0.091 2.811
C -3.985 -0.330 0.401
H -3.350 -1.201 0.231
H 2.270 4.433 0.504
H -2.889 0.744 3.501
H -2.999 -0.909 2.894
H 1.254 3.925 -1.726
H 1.539 -1.207 -3.315
H 0.433 -7.492 -0.086
H -4.954 -0.672 0.780
H 0.327 -0.035 -1.739
H -4.117 -1.722 -4.083
H -1.774 -2.395 1.932
H -4.139 0.159 -0.566
H -1.311 -7.867 1.650
H -3.259 -3.246 1.499
H -3.446 2.680 2.003
H 5.500 -2.895 -0.796
H 1.921 -2.975 1.524
H 4.352 -3.096 1.414
H -3.564 -4.061 -3.461
H -1.127 1.006 -1.736
H -2.822 0.149 -3.131
H 0.533 -2.643 -3.148
H -2.517 -5.938 2.601
H 0.947 -5.204 -0.819
H -3.815 2.399 0.287
H 4.159 -2.546 -2.827
H -4.482 0.043 3.111
H 2.648 2.894 -2.118
H -2.497 -3.525 3.070
H -1.768 -4.491 -1.825
H 1.007 2.235 -2.236
H -5.004 1.954 1.535
H 2.092 -2.746 -3.966
H 3.658 3.338 0.259
H -0.161 2.970 -0.099
H 2.589 3.116 1.656
*
```

## Properties
HOMO (spin up / spin down) = -4.84 / -5.08 eV
Largest force on an atom = 0.013 hartree/bohr
Orbital gap (spin up / spin down) = 7.22 / 7.67 eV

Results of the Löwdin charge analysis, in e, for atoms 1 through 4:
1. Mn 0.669
2. S 0.564
3. P 1.136
4. O -0.336

No. 2
C4H10NO | ωB97M-V/def2-TZVPD

ORCA input file:
```
! wB97M-V def2-TZVPD RIJCOSX def2/J DEFGRID3
* xyz 1 1
O 2.264 -1.204 -0.473
N -2.868 -0.451 -0.561
C 0.122 1.074 1.796
C -0.441 0.729 0.397
C 0.675 0.605 -0.684
C 1.107 -0.823 -0.681
H -0.677 0.965 2.559
H 1.569 1.279 -0.358
H -2.162 -0.281 0.149
H -2.610 -1.379 -1.008
H 0.379 0.922 -1.729
H 0.511 2.119 1.779
H -1.227 1.375 0.108
H 1.005 0.410 2.080
H 0.238 -1.550 -0.697
H -3.839 -0.577 -0.144
*
```

## Properties
HOMO = -14.81 eV
Largest force on an atom = 0.150 hartree/bohr
Energy above the lowest of the compared OMol25 structures with the same formula, charge and spin = 123.3 kcal per mole
Orbital gap = 6.20 eV

Results of the Löwdin charge analysis, in e, for atoms 1 through 4:
1. O 0.096
2. N 0.030
3. C -0.005
4. C 0.128

No. 3
C4H9N2 | ωB97M-V/def2-TZVPD

ORCA input file:
```
! wB97M-V def2-TZVPD RIJCOSX def2/J DEFGRID3
* xyz 1 1
N 0.432 -0.731 -0.365
N 2.891 -0.784 0.192
C 3.250 0.340 -0.301
C -2.836 0.050 0.734
C -1.864 0.403 -0.451
C -0.575 -0.217 -0.357
H 3.640 -1.428 0.508
H -3.751 0.512 0.396
H -2.459 0.423 1.670
H -3.014 -0.992 0.624
H 4.164 0.767 -0.160
H -2.442 0.011 -1.369
H -1.714 1.532 -0.420
H 2.481 1.078 -0.710
H 1.798 -0.965 0.009
*
```

## Properties
HOMO = -15.89 eV
Largest force on an atom = 0.072 hartree/bohr
Energy above the lowest of the compared OMol25 structures with the same formula, charge and spin = 45.3 kcal per mole
Orbital gap = 11.37 eV

Results of the Löwdin charge analysis, in e, for atoms 1 through 4:
1. N 0.203
2. N 0.137
3. C 0.107
4. C -0.063

No. 4
CHNO3S | ωB97M-V/def2-TZVPD

ORCA input file:
```
! wB97M-V def2-TZVPD RIJCOSX def2/J DEFGRID3
* xyz 0 3
S -4.140 -0.201 -0.170
O -3.702 -0.344 1.216
O -3.995 -1.343 -1.043
O -2.201 1.354 -0.512
N -1.068 1.282 -0.198
C -0.121 1.076 0.504
H 1.148 1.429 0.981
*
```

## Properties
HOMO (spin up / spin down) = -6.74 / -11.00 eV
Largest force on an atom = 0.111 hartree/bohr
Energy above the lowest of the compared OMol25 structures with the same formula, charge and spin = 58.9 kcal per mole
Orbital gap (spin up / spin down) = 5.94 / 7.28 eV

Results of the Löwdin charge analysis, in e, for atoms 1 through 4:
1. S 0.877
2. O -0.443
3. O -0.427
4. O -0.002

- What is the formula in the third record?
  C4H9N2

- What is the largest force on an atom in the third record?
  0.072 hartree/bohr

- The lowest largest force on an atom belongs to which entry?
  C30H36MnNO4PS

- The lowest largest force on an atom belongs to which entry?
  C30H36MnNO4PS